133
Properties=species:S:1:pos:R:3:forces:R:3 method="wB97M-V/def2-TZVPD" homo_energy_ev=-8.97 charge=0 smiles="CCCCO[C@H]1CCOC1=O.O=C1CCCO1.O=C1CCCO1.O=C1CCCO1.O=C1CCCO1.O=C1CCCO1.O=C1CCCO1.O=C1CCCO1.O=C1CCCO1.O=C1CCCO1" lumo_ev=0.002 energy_ha=-3297.457906 max_force_ev_per_a=4.036
C -3.82278 -1.23338 1.45393 0.9 0.3 0.0
C -2.60795 -0.39825 0.97955 0.0 -1.4 -0.2
C -1.37592 -0.80250 1.81853 -0.2 1.2 0.6
C -0.40250 0.35090 2.09484 -0.1 -0.5 -0.2
O 0.20530 0.08262 3.36819 0.5 0.5 -1.5
C 1.47195 0.73105 3.52051 -0.5 0.0 1.8
C 1.28631 1.77788 4.66934 0.1 -1.6 -0.5
C 0.73721 0.78661 5.72590 0.4 1.2 1.1
O 1.47800 -0.42747 5.48356 0.6 -0.3 0.4
C 2.26724 -0.28040 4.37802 -1.8 1.1 -0.6
O 3.31463 -0.79654 4.19058 0.6 -0.8 0.2
H -4.68314 -1.11965 0.79062 0.1 0.0 0.3
H -3.47027 -2.27131 1.47344 -0.4 0.0 -0.1
H -4.02668 -0.96505 2.49740 -0.4 0.0 -0.2
H -2.40803 -0.72221 -0.04769 -0.2 0.6 -0.1
H -2.82130 0.67336 1.00912 0.1 -0.1 0.0
H -0.82014 -1.64232 1.39633 -0.2 0.0 0.0
H -1.74117 -1.09979 2.81035 0.1 -0.1 -0.1
H -0.90364 1.32707 2.10615 0.0 -0.1 0.1
H 0.37260 0.40124 1.31669 -0.1 0.0 0.1
H 1.91026 1.08351 2.58898 0.1 -0.2 0.1
H 2.29443 1.98935 5.04648 -0.2 0.9 -0.3
H 0.66355 2.60927 4.35030 0.2 0.1 0.4
H -0.34364 0.67823 5.81499 0.1 -0.5 -0.8
H 1.02557 1.11417 6.73487 0.2 -0.1 -0.2
O 0.87509 -2.96803 11.28790 0.0 0.2 -0.1
C 0.91675 -3.08802 10.09860 -0.1 -0.3 0.3
O 0.48567 -2.13113 9.24004 0.1 0.0 0.1
C 0.56604 -2.61174 7.88496 0.0 0.0 -0.3
C 1.59383 -3.72990 7.91992 0.1 -0.2 0.0
C 1.39992 -4.29741 9.32214 0.2 0.3 -0.4
H -0.42279 -2.96681 7.58353 0.0 0.0 0.1
H 0.86517 -1.79954 7.22854 -0.1 0.1 0.2
H 1.46113 -4.45947 7.12290 -0.1 0.0 0.0
H 2.59797 -3.31170 7.82847 0.0 0.0 0.0
H 0.62407 -5.06417 9.35039 0.0 0.0 0.1
H 2.32450 -4.68193 9.74410 -0.2 -0.1 0.2
O 0.59930 5.05346 2.05931 0.1 -0.2 0.2
C -0.49207 4.88236 2.51719 0.1 0.3 -0.4
O -0.87971 3.70837 3.08142 0.0 0.1 0.0
C -2.27348 3.77166 3.43978 -0.3 0.0 0.1
C -2.58380 5.25430 3.56538 -0.1 0.2 0.0
C -1.64244 5.86692 2.53320 -0.2 -0.1 0.5
H -2.85554 3.28909 2.65144 0.0 0.0 0.0
H -2.42901 3.23242 4.37206 0.2 -0.1 -0.1
H -3.63425 5.48703 3.40165 0.0 -0.1 0.0
H -2.31304 5.60613 4.56258 0.0 0.0 0.0
H -2.09004 5.89821 1.53864 0.1 0.1 0.0
H -1.29885 6.85618 2.82263 0.1 0.0 -0.3
O 6.76763 -1.53882 -0.89307 -0.4 -0.2 -0.1
C 6.22212 -1.62249 0.17196 0.3 0.3 0.2
O 4.93535 -2.03890 0.32289 0.3 -0.1 -0.2
C 4.54419 -1.91766 1.70519 -0.2 0.1 0.3
C 5.84176 -1.91768 2.49150 0.2 0.1 0.2
C 6.80548 -1.24990 1.51880 -0.4 -0.6 0.1
H 3.98367 -0.98714 1.82182 0.1 -0.1 0.0
H 3.89924 -2.75148 1.97230 -0.1 0.0 -0.2
H 5.76035 -1.41300 3.45192 -0.1 0.0 -0.1
H 6.16107 -2.94487 2.67780 0.0 0.0 0.0
H 6.79328 -0.16716 1.61856 0.1 0.0 -0.1
H 7.81956 -1.62415 1.61904 0.1 0.3 -0.2
O 1.70874 0.74161 -4.68629 -0.2 -0.2 0.1
C 2.58939 0.47053 -3.91625 0.0 0.4 -0.1
O 2.37151 -0.21739 -2.77333 0.1 0.1 -0.2
C 3.59631 -0.29484 -2.00888 0.1 -0.2 0.3
C 4.70556 -0.07671 -3.01323 0.3 0.1 -0.3
C 4.05047 0.85437 -4.02762 0.1 -0.4 0.2
H 3.56862 0.48137 -1.23955 0.0 0.0 0.0
H 3.67082 -1.26571 -1.52995 -0.3 0.0 0.0
H 5.61524 0.31914 -2.56865 0.0 -0.1 0.1
H 4.95390 -1.02385 -3.49445 0.1 0.0 0.1
H 4.15776 1.90431 -3.74811 -0.1 0.0 -0.1
H 4.41824 0.69528 -5.03780 -0.1 0.2 -0.1
O 8.42357 0.92183 2.89475 0.1 0.1 -0.2
C 8.27327 2.08101 2.63617 0.0 -0.1 0.4
O 9.05397 2.75054 1.75491 -0.1 -0.1 0.0
C 8.69737 4.14323 1.74081 0.0 0.2 -0.1
C 7.27215 4.19565 2.26735 -0.2 0.1 0.1
C 7.25075 3.02242 3.24089 -0.1 0.3 -0.5
H 9.39740 4.68555 2.38025 0.0 0.0 0.0
H 8.78189 4.52416 0.72543 0.1 -0.1 0.0
H 7.01565 5.15239 2.71863 0.1 0.0 0.0
H 6.56937 4.00971 1.45303 0.0 0.0 0.0
H 7.58709 3.31031 4.23803 0.0 -0.1 0.0
H 6.27381 2.54874 3.29599 0.1 -0.1 0.2
O -5.86578 -0.28965 -1.07608 0.1 -0.1 0.0
C -5.45532 -0.98422 -1.96635 0.0 0.3 -0.1
O -4.21268 -1.52075 -1.96354 -0.3 0.2 0.2
C -3.97031 -2.21357 -3.20381 -0.7 -0.4 -0.8
C -5.34963 -2.53457 -3.75422 0.0 0.3 -0.1
C -6.17879 -1.36052 -3.24454 0.1 -0.6 0.0
H -3.40569 -1.54991 -3.86193 -0.2 0.4 0.0
H -3.34946 -3.14358 -2.99538 -2.8 2.3 -0.8
H -5.36599 -2.65071 -4.83607 0.0 0.0 0.0
H -5.71945 -3.46159 -3.31344 0.0 0.0 0.0
H -6.14904 -0.50952 -3.92767 -0.1 0.0 0.1
H -7.20856 -1.64184 -3.03810 -0.1 0.3 0.0
O -2.61597 5.36746 -6.25285 -0.1 -0.2 0.0
C -1.74205 4.68565 -5.80263 -0.1 0.4 0.1
O -1.92482 3.39691 -5.42565 0.0 0.1 -0.1
C -0.72041 2.88197 -4.82640 0.2 -0.2 0.1
C 0.39590 3.76423 -5.35726 0.2 0.2 0.0
C -0.31125 5.10495 -5.52744 0.3 -0.5 -0.1
H -0.81988 2.94518 -3.74002 0.0 0.0 0.0
H -0.59186 1.84063 -5.10728 -0.2 0.0 0.0
H 1.26315 3.79891 -4.70077 0.0 -0.1 0.0
H 0.72652 3.39637 -6.32989 0.0 0.0 0.0
H -0.29074 5.69842 -4.61185 0.0 0.1 -0.1
H 0.08805 5.68078 -6.35805 -0.2 0.2 0.1
O -7.86157 -4.26921 -5.05259 0.2 0.1 -0.1
C -8.52349 -3.46768 -5.64284 -0.1 -0.2 0.3
O -8.02775 -2.28566 -6.09189 0.0 -0.1 0.0
C -9.08415 -1.49415 -6.66169 -0.1 0.2 -0.1
C -10.17051 -2.48975 -7.03620 -0.2 -0.1 0.0
C -10.00008 -3.56444 -5.96761 0.0 0.2 -0.5
H -9.42001 -0.77440 -5.91164 0.0 0.0 0.0
H -8.70031 -0.95095 -7.52248 0.2 0.0 0.1
H -11.16494 -2.04794 -7.06722 0.0 0.1 0.0
H -9.96061 -2.91407 -8.01967 0.0 0.0 0.0
H -10.57220 -3.34013 -5.06601 0.0 -0.1 0.0
H -10.24990 -4.55604 -6.33467 0.0 -0.1 0.3
O -2.41505 -3.86877 -2.35451 3.4 -1.9 1.0
C -1.49872 -3.52055 -3.06731 0.7 -0.4 0.4
O -0.28542 -3.19065 -2.58033 -0.5 -0.3 0.0
C 0.56313 -2.71347 -3.64078 0.2 0.2 -0.3
C -0.02663 -3.29511 -4.91350 -0.1 -0.1 -0.1
C -1.51393 -3.34604 -4.57682 0.5 -0.4 0.0
H 0.54535 -1.62417 -3.63285 0.0 0.0 0.0
H 1.58304 -3.04936 -3.46516 -0.1 0.0 0.2
H 0.20729 -2.71030 -5.80134 0.0 0.1 0.1
H 0.35092 -4.30790 -5.06907 0.0 0.0 0.0
H -2.01608 -2.41331 -4.81641 0.0 0.0 -0.1
H -2.01931 -4.18009 -5.05736 -0.2 0.1 0.1